Entry 1:
{
  "formula": "C4H16NO3",
  "method": "ωB97M-V with the def2-TZVPD basis set",
  "species": ["H", "C", "O", "H", "H", "O", "H", "H", "H", "O", "H", "C", "H", "C", "H", "H", "N", "H", "H", "C", "H", "H", "H", "H"],
  "coordinates": [[0.557, 2.282, -0.774], [-0.525, 0.492, -0.371], [1.513, -2.726, -0.781], [0.955, -3.501, -0.672], [-1.605, -1.727, -2.402], [-1.095, -1.347, -1.683], [2.249, -2.918, -1.367], [0.698, -1.178, -0.411], [0.391, -0.170, 2.015], [-1.146, 1.043, 2.679], [-0.358, 0.405, -2.553], [1.222, -0.259, 1.320], [2.024, -0.963, 1.404], [-1.034, 0.086, -1.761], [-1.688, 0.501, 3.266], [1.643, 0.734, 1.544], [0.792, -0.181, -0.109], [-0.761, 1.682, 3.293], [1.476, 0.291, -0.673], [-0.367, 2.003, -0.254], [-0.536, 2.467, 0.707], [-2.060, 0.425, -1.811], [-1.085, 2.460, -0.935], [-1.258, 0.099, 0.329]],
  "nbo_charge": [0.21, -0.06, -0.97, 0.50, 0.50, -0.75, 0.50, 0.49, 0.28, -0.96, 0.18, -0.45, 0.24, -0.08, 0.49, 0.21, -0.53, 0.49, 0.42, -0.64, 0.25, 0.21, 0.24, 0.24],
  "homo_energy_ev": -14.5,
  "total_charge": 1,
  "lumo_ev": -2.583
}

---

Entry 2:
{
  "formula": "C37H41BF2Ge2N6SSeTi",
  "method": "ωB97M-V with the def2-TZVPD basis set",
  "species": ["C", "H", "N", "H", "C", "H", "C", "F", "H", "C", "C", "C", "H", "Ge", "C", "C", "H", "C", "Se", "C", "C", "H", "Ti", "C", "H", "C", "H", "C", "C", "H", "H", "C", "H", "C", "C", "H", "H", "C", "C", "H", "H", "C", "H", "C", "H", "C", "H", "N", "H", "H", "C", "H", "C", "C", "C", "H", "H", "C", "N", "C", "B", "H", "Ge", "H", "H", "H", "H", "C", "H", "C", "H", "H", "N", "C", "H", "H", "H", "F", "C", "N", "H", "H", "N", "H", "H", "C", "H", "H", "C", "S", "C", "C"],
  "coordinates": [[3.711, -1.377, 3.329], [-1.938, -4.993, -0.814], [-3.391, -0.813, -3.258], [-3.432, 4.832, 0.509], [-4.323, -0.041, -2.823], [0.396, -3.586, -0.122], [4.548, -0.930, 4.334], [0.724, 1.374, 0.421], [-1.315, -5.163, 5.247], [-2.926, -3.240, 1.927], [-1.383, 1.414, -3.821], [2.188, -2.485, 0.297], [2.497, 0.943, -3.283], [1.269, -1.328, 1.641], [0.237, -0.567, -1.045], [-2.214, -4.173, -0.168], [-3.240, -3.377, 2.946], [1.944, -4.099, -1.496], [-2.396, 2.593, -0.591], [0.325, -2.650, 2.798], [-0.512, 6.124, -0.529], [3.916, -2.319, 2.839], [-2.147, -0.147, -0.812], [1.665, 5.876, -1.574], [-0.873, 2.157, -4.431], [-0.371, 7.499, -0.434], [1.170, -4.386, 1.877], [0.529, -4.015, 2.663], [0.499, 5.318, -1.082], [-2.569, -5.342, 1.566], [1.405, -1.633, -3.721], [-2.278, -2.864, -0.733], [3.657, -4.409, -2.744], [1.796, 7.251, -1.486], [0.806, 8.044, -0.915], [1.288, -0.837, -1.199], [-1.148, 8.120, -0.020], [4.033, -2.977, -1.190], [3.500, -2.285, -0.112], [1.324, -4.806, -2.031], [5.416, -1.511, 4.608], [1.426, -3.412, -0.415], [-0.310, -1.943, -3.978], [-0.462, -2.204, 3.853], [-0.618, -1.141, 3.989], [-0.854, -4.458, 4.569], [4.114, -1.568, 0.418], [-2.510, -1.774, 0.103], [-3.118, -1.104, 1.953], [1.984, 1.788, -1.845], [2.345, 0.561, 3.602], [1.571, 2.420, -3.450], [-2.795, 5.709, 0.391], [3.172, 1.008, 4.616], [0.463, -1.182, -4.028], [2.435, 5.267, -2.018], [2.959, 1.942, 5.119], [2.598, -0.639, 2.949], [-2.487, -1.185, -2.286], [-1.040, -3.097, 4.739], [0.215, 0.074, 0.432], [1.487, 1.156, 3.316], [0.037, 0.364, -2.844], [-2.121, 1.919, -3.203], [-1.912, 0.733, -4.482], [-1.640, -2.736, 5.563], [2.683, 7.722, -1.879], [-1.239, 4.022, -0.559], [0.954, 9.110, -0.851], [-2.863, -1.992, 1.379], [5.059, -2.809, -1.488], [-3.297, 6.434, -0.253], [-1.559, 5.291, -0.206], [1.684, 1.520, -2.853], [-0.287, -1.527, -1.079], [-5.276, 0.094, -4.599], [-2.605, 6.157, 1.369], [-1.191, 0.264, 0.928], [-2.557, -4.354, 1.133], [-5.236, 0.501, -3.677], [0.564, -0.867, -5.061], [0.091, -5.974, 3.389], [0.012, 4.034, -1.074], [0.526, 3.202, -1.327], [4.918, 0.601, 5.788], [-0.067, -4.914, 3.528], [-2.298, -3.240, -2.885], [-6.114, 0.771, -3.259], [3.252, -3.877, -1.894], [-4.482, 0.408, -1.118], [-2.274, -2.526, -2.072], [4.276, 0.260, 4.988]],
  "mulliken_charge": [-0.39, 0.45, -1.56, 0.28, 0.76, 0.45, -0.73, -0.19, 0.38, -0.93, -1.35, -0.10, 0.50, 0.56, -0.82, -1.41, 0.57, -0.89, -0.43, 0.08, -0.01, 0.37, -1.25, -0.55, 0.49, -0.69, 0.36, -0.06, 0.67, 0.43, 0.41, 0.58, 0.40, -0.58, -0.57, 0.16, 0.45, -0.82, -0.15, 0.44, 0.40, 0.05, 0.32, -0.10, 0.40, -0.46, 0.41, 0.81, 0.36, 0.35, -0.47, 0.44, -1.01, -0.66, -1.49, 0.47, 0.40, 0.20, 1.72, -0.86, 1.07, 0.34, 1.79, 0.18, 0.43, 0.40, 0.40, -0.12, 0.39, -0.03, 0.43, 0.35, 0.35, -1.66, 0.40, 0.26, 0.33, 0.06, -0.28, -0.49, 0.43, 0.46, 0.63, -0.34, 0.37, -0.81, 0.42, 0.24, -0.66, -0.52, -0.95, -0.44],
  "homo_energy_ev": [-6.6, -6.8],
  "total_charge": 0,
  "lumo_ev": [-0.011, -0.149]
}

---

Entry 3:
{
  "formula": "CH28N2O12",
  "method": "ωB97M-V with the def2-TZVPD basis set",
  "species": ["O", "H", "H", "O", "H", "H", "O", "O", "H", "O", "N", "H", "O", "O", "O", "H", "H", "H", "O", "H", "C", "O", "H", "H", "H", "H", "H", "H", "H", "H", "H", "H", "H", "H", "O", "H", "H", "N", "H", "H", "O", "H", "H"],
  "coordinates": [[-1.712, -2.460, -0.761], [1.579, 2.493, 3.092], [2.696, 0.766, 2.529], [0.478, -2.146, -2.233], [1.688, 1.348, 0.338], [-2.057, 0.889, -3.367], [2.795, 1.250, 3.343], [-2.755, -0.094, -0.823], [-1.827, 0.975, 2.430], [-2.823, 0.280, -3.456], [0.901, -1.339, 1.894], [0.983, -2.895, -2.111], [0.808, 2.902, 2.640], [-1.005, 0.992, 2.073], [-1.093, 1.995, -0.418], [-1.109, 1.283, 1.106], [0.160, 1.339, -3.060], [-2.533, -0.433, -4.035], [-0.912, -3.491, 1.582], [2.679, 0.597, 4.017], [2.055, -1.478, 1.156], [1.390, 2.211, 0.127], [-1.216, -3.118, 0.745], [1.161, -0.526, -2.485], [0.390, -0.461, 1.900], [1.339, 2.643, 1.037], [-2.097, 0.568, -0.637], [0.149, 2.234, 2.603], [0.325, -2.146, 1.999], [-1.654, -3.602, 2.089], [3.534, -0.466, 0.315], [-2.080, -1.523, -0.742], [-2.335, -2.960, -1.206], [-2.920, 0.027, -1.770], [-0.689, 1.800, -3.067], [-0.061, 2.059, -0.209], [-1.467, 2.874, -0.307], [2.629, -0.405, 0.678], [-0.323, -2.276, -1.609], [2.455, -2.540, 1.081], [1.484, 0.300, -2.617], [1.802, 0.637, -1.732], [-0.815, 1.896, -2.128]],
  "nbo_charge": [-0.99, 0.50, 0.49, -1.00, 0.50, 0.51, -0.96, -0.99, 0.48, -0.99, -0.83, 0.47, -0.99, -0.99, -1.03, 0.50, 0.50, 0.48, -0.97, 0.48, 0.32, -0.98, 0.50, 0.49, 0.41, 0.51, 0.49, 0.49, 0.42, 0.47, 0.37, 0.52, 0.48, 0.51, -0.99, 0.51, 0.50, -0.87, 0.50, 0.18, -0.96, 0.48, 0.48],
  "homo_energy_ev": -9.9,
  "total_charge": 0,
  "lumo_ev": 0.222
}

---

Summary of strongest force on any atom in Eh/bohr
0.0571 0.0490 0.1136
(order as listed above)
Summary of energy relative to the best compared isomer or geometry (same formula, charge and spin) in kJ/mol
80.4 0.0 0.0
(order as listed above)